Molecular formula: C33H58BBrF3N2O15
Method: DFT, the ωB97M-V functional and the def2-TZVPD basis

CARTESIAN COORDINATES (ANGSTROEM)
Br: -3.34308 2.13599 -3.04113
F: -2.48406 -2.83211 -5.43514
F: -2.04549 -3.63491 -3.49547
F: -0.61509 -2.41538 -4.51200
O: -3.87615 -1.95425 -1.45408
O: -7.20161 -2.12052 -4.20949
O: 7.61842 -2.61105 1.43011
O: -1.29142 4.98498 -1.58559
O: -7.10384 -4.22145 -4.80307
O: 3.89169 1.11337 -0.18633
O: 7.55484 -0.72872 2.54593
O: 3.71752 -0.84625 -1.13662
O: -4.61800 -2.56973 -3.57583
O: -5.16500 0.59293 -4.35193
O: 7.81447 0.65276 7.64726
O: -6.50001 1.69310 5.57494
O: 9.77201 1.27782 8.41045
O: -6.93877 -0.17645 4.51309
O: -1.22173 7.06290 -2.28439
N: -2.49487 -1.39464 -3.59735
N: -0.06092 -1.17307 -0.77681
C: -3.03375 -0.44492 -4.61981
C: -8.69206 -2.72981 -5.94789
C: -1.73566 5.82885 -2.31673
C: -0.76492 0.33533 -3.05265
C: 8.58583 1.27060 8.56607
C: 6.41204 0.43055 7.80464
C: 7.92968 2.00014 9.71515
C: 4.85199 -2.99157 -1.02024
C: -3.99170 0.63613 -4.08220
C: -7.63670 -5.38203 -5.46011
C: -6.58128 -1.21087 3.60070
C: -2.82802 8.82125 -2.81707
C: -1.01604 -1.52290 -1.62632
C: 4.23767 -1.93439 -1.90833
C: 5.60934 1.64330 7.37909
C: -2.91097 5.52348 -3.21466
C: -7.63375 -3.00331 -4.91148
C: -4.05535 -0.68124 -0.77906
C: -1.88320 -2.60502 -4.28826
C: -1.56593 8.08886 -3.22192
C: 4.45998 0.18216 -0.68984
C: 7.98674 0.11694 3.61920
C: -1.40392 -0.82605 -2.71515
C: 9.13585 1.00833 3.19897
C: 0.22896 0.72724 -2.20914
C: 8.13244 -1.90682 2.25551
C: 9.44372 -2.27520 2.90665
C: -7.12845 -5.50674 -6.88045
C: -4.60514 0.63218 4.63067
C: -5.92799 -2.38184 4.30682
C: -6.08106 0.77979 4.92816
C: 0.51349 -0.03112 -1.11929
C: 5.96392 0.10197 -0.75750
B: -3.73016 -1.97198 -2.79270
H: 6.33842 -0.26494 0.19919
H: -4.11922 0.17339 5.49015
H: 6.17275 -0.40801 7.15230
H: -1.62576 7.68291 -4.23301
H: -3.11481 -0.14698 -0.73583
H: 6.34947 1.10387 -0.93076
H: 9.60303 -1.81796 3.87994
H: -4.35660 -0.91281 0.22990
H: -4.99584 -2.08972 4.79042
H: -5.71150 -3.18421 3.60047
H: -0.99050 0.93411 -3.91009
H: -6.58734 -2.76584 5.08429
H: -7.50099 -6.42226 -7.33820
H: -1.51334 -2.45435 -1.40773
H: 3.38119 -2.34546 -2.44281
H: -7.51597 -1.53755 3.14764
H: -3.83067 5.61307 -2.63780
H: -3.66535 -0.98490 -5.30542
H: -0.72398 8.77774 -3.21281
H: 5.69832 -2.59440 -0.45926
H: 9.46094 -3.35267 3.04920
H: -4.18981 1.62504 4.47815
H: -2.71717 9.23686 -1.81609
H: -2.98155 6.14812 -4.10204
H: -7.28942 -6.22745 -4.87034
H: -5.96323 -0.81563 2.79104
H: -8.21308 -2.32816 -6.83964
H: 6.95474 1.60810 9.99560
H: -3.69132 8.15549 -2.79614
H: -2.26452 -0.02129 -5.24864
H: 6.17393 0.11183 8.82026
H: 8.21905 -0.47200 4.50705
H: -9.28331 -3.60009 -6.21820
H: 4.93498 -1.57483 -2.66665
H: -3.03796 9.63253 -3.51367
H: -7.44219 -4.66368 -7.49622
H: -9.37625 -1.98531 -5.54857
H: 6.34069 -0.53271 -1.55584
H: 5.84890 1.91176 6.34996
H: 9.41416 1.67923 4.01132
H: 8.85281 1.60287 2.32995
H: -4.38372 0.04851 3.73955
H: 4.12328 -3.34458 -0.29042
H: 7.12711 0.73535 3.87229
H: -4.86332 -0.11971 -1.23374
H: -5.50904 -2.40244 -3.20499
H: 4.54075 1.43964 7.45005
H: -8.72514 -5.38882 -5.40394
H: 5.83494 2.51112 7.99855
H: 5.19932 -3.84055 -1.60942
H: 7.83235 3.05219 9.45169
H: 8.57525 1.91173 10.58494
H: -6.03870 -5.52669 -6.89076
H: 10.25659 -1.99317 2.23933
H: 1.28802 0.32428 -0.45907
H: -2.79065 4.49209 -3.54094
H: 10.01379 0.42640 2.91871
H: 0.78295 1.62436 -2.40033

As for the spin multiplicity: 1. The strongest force on any atom comes out at 2.43 eV/A. The molecular weight is 870.5 g mol⁻¹. Its total charge is +1. The lowest unoccupied orbital energy comes out at -3.3 eV. The total energy is -147721.26016 eV. Its frontier orbital gap is 8.12 eV.